# 1
The following is a DFT calculation (ωB97M-V with the def2-TZVPD basis set) of a structure of composition C10H11IrN3O3.

- orbital gap (alpha / beta) (eV) = 6.05 / 6.22
- F_max (eV/A) = 2.73
- HOMO (alpha / beta) (eV) = -3.44 / -3.62
- energy relative to the best compared isomer or geometry (same formula, charge and spin) (kJ/mol) = 79.4
- LUMO level (alpha / beta) (eV) = 2.6150 / 2.6058
- net charge = -1
- E_tot (eV) = -24000.2520

Each line ends with the Mulliken charge.
Atoms and positions in Å:
C (-0.225, 2.865, -4.909)  -0.3917
Ir (0.355, 0.371, -0.168)  0.5352
C (-1.794, -0.085, 1.804)  -0.4219
H (-2.178, 3.203, -5.751)  0.3480
O (-0.878, 1.861, 0.766)  -0.6575
O (-2.808, 2.043, 1.893)  -0.6988
C (-0.121, 1.543, -2.872)  0.3881
H (-1.952, -0.219, 2.872)  0.3526
H (2.508, 0.027, 1.712)  0.2254
H (3.089, -0.994, 0.563)  0.1960
H (-2.006, 0.846, -2.157)  0.3105
C (-1.524, 1.414, -2.943)  -0.2301
C (-2.247, 2.006, -3.961)  -0.5113
C (0.511, 2.275, -3.896)  -0.3265
O (0.023, -1.396, 3.504)  -0.7155
H (1.589, 2.373, -3.863)  0.3696
C (-1.856, 1.399, 1.477)  0.5404
N (0.591, 0.980, -1.862)  -0.6490
N (2.250, -0.679, 1.033)  -0.5797
C (1.546, -1.782, 1.702)  -0.4329
H (0.286, 3.430, -5.681)  0.3110
C (-1.607, 2.740, -4.956)  -0.4247
H (-2.624, -0.545, 1.259)  0.2158
H (2.126, -2.253, 2.497)  0.3466
H (1.300, -2.529, 0.947)  0.2427
N (-0.531, -0.647, 1.383)  -0.2767
H (-3.325, 1.898, -3.984)  0.3306
C (0.248, -1.242, 2.302)  0.6038


# 2
The following is a DFT calculation (ωB97M-V with the def2-TZVPD basis set) of a structure of composition C31H28Br2IN5O6SiW.

- orbital gap (eV) = 6.61
- F_max (eV/A) = 1.32
- HOMO (eV) = -7.29
- energy relative to the best compared isomer or geometry (same formula, charge and spin) (kJ/mol) = 113.6
- LUMO level (eV) = -0.6877
- E_tot (eV) = -210231.4837

Each line ends with the Mulliken charge.
Atoms and positions in Å:
O (-2.359, -3.216, -1.279)  -0.7461
Br (-4.974, 3.647, 3.249)  -0.2427
H (4.010, -2.521, -2.930)  0.4560
C (-0.012, 3.415, -0.545)  -1.3899
O (-0.515, -6.244, 2.652)  -0.5395
C (-1.914, 3.687, 2.203)  -1.4850
H (-1.268, -6.697, 2.255)  0.3184
C (-3.969, 2.223, 2.488)  -0.0966
H (-3.161, 0.586, -1.004)  0.1377
C (-2.525, 0.125, 1.505)  0.2799
N (0.044, -2.517, 1.124)  0.8328
C (-1.147, -4.553, 1.062)  -0.8085
C (-0.052, 2.720, 0.836)  2.6677
O (1.910, -1.028, 1.466)  -0.2722
H (-5.553, 0.807, 2.824)  0.4523
H (-2.273, -1.306, -3.047)  0.2955
C (-0.696, 2.269, -3.692)  -1.5159
C (2.254, 3.257, 1.835)  -0.7501
H (3.428, 0.091, 0.109)  0.2413
C (-4.552, 0.967, 2.453)  -0.5038
H (-1.034, 3.594, -0.879)  0.3784
H (-1.315, 3.154, -3.536)  0.3769
N (1.803, 1.271, 0.596)  0.6482
H (1.405, -4.618, 3.332)  0.6017
C (-1.999, 1.399, 1.436)  -0.2037
H (0.341, 2.572, -3.555)  0.4127
C (3.189, -2.885, -0.430)  -1.0823
H (2.397, -3.528, -0.045)  0.0458
N (0.158, 0.520, -1.450)  -0.4983
H (-3.544, 1.506, -2.454)  0.5644
N (-0.760, 1.426, 0.820)  0.7594
C (1.154, -0.183, -2.008)  1.1082
C (2.661, -1.894, -1.418)  0.5910
C (2.721, -0.926, -3.623)  -0.8630
C (-3.801, -0.102, 1.971)  0.0134
H (3.919, -3.522, -0.925)  0.5302
H (0.489, 4.380, -0.453)  0.5997
H (4.286, 3.564, 2.425)  0.4338
H (-1.925, -5.138, 0.590)  0.4749
H (1.298, 0.632, -4.014)  0.3579
C (-0.671, 3.753, 1.752)  -1.6625
C (-0.903, -3.282, 0.598)  0.2329
C (0.714, -4.254, 2.586)  -1.1983
H (3.166, -0.887, -4.610)  0.4661
C (-1.677, -0.589, -3.610)  -1.5067
O (-0.903, -1.547, -0.944)  -0.7518
C (1.384, 2.418, 1.153)  -0.7291
H (0.517, 2.808, -1.270)  0.1225
I (0.053, 0.008, 3.480)  0.2126
C (3.595, 2.940, 1.874)  -0.8094
O (-1.680, -0.815, 1.096)  -0.0266
C (-2.679, 2.469, 2.008)  0.9984
H (1.870, 4.136, 2.328)  0.3683
C (-2.797, 1.372, -1.665)  -1.0237
C (3.121, 0.998, 0.600)  -0.0864
W (0.173, -0.412, 0.515)  0.9157
C (2.033, -2.082, 2.242)  -0.3249
N (1.650, -1.044, -1.103)  0.2701
C (1.690, -0.086, -3.310)  -0.6180
H (-0.086, 4.649, 1.914)  0.4310
H (-2.275, -0.219, -4.449)  0.4557
H (-2.734, 2.301, -1.101)  0.2398
H (5.094, 1.549, 1.167)  0.5147
Br (-4.494, -1.855, 1.983)  -0.1957
C (-0.349, -5.029, 2.107)  0.9345
H (-0.821, -1.120, -4.028)  0.4198
O (2.998, -2.357, 2.901)  -0.6620
Si (-1.247, 0.876, -2.542)  0.9219
C (3.206, -1.844, -2.681)  -1.1721
C (-1.502, -2.667, -0.633)  0.0398
H (-2.344, 4.501, 2.770)  0.3954
C (0.866, -3.000, 2.050)  0.7524
H (-0.817, 1.964, -4.734)  0.4823
H (3.676, -2.406, 0.417)  0.1456
C (4.049, 1.819, 1.196)  -1.1330


> What is the formula in the second record?

C31H28Br2IN5O6SiW